(1)
{
  "formula": "C14H15BrN2O6",
  "method": "ωB97M-V with the def2-TZVPD basis set",
  "energy_ev": -100069.822,
  "gap_ha": 0.33554,
  "smiles": "CCOC(=O)C1=C(COC(=O)c2ccc(Br)o2)NC(=O)N[C@H]1C",
  "lumo_ev": 0.26,
  "symbols": ["C", "C", "O", "C", "O", "C", "C", "C", "O", "C", "O", "C", "C", "C", "C", "Br", "O", "N", "C", "O", "N", "C", "C", "H", "H", "H", "H", "H", "H", "H", "H", "H", "H", "H", "H", "H", "H", "H"],
  "positions_angstrom": [[6.707, 2.504, 0.380], [5.690, 2.465, -0.752], [4.972, 1.232, -0.770], [3.925, 1.128, 0.068], [3.577, 2.041, 0.787], [3.302, -0.194, -0.017], [2.179, -0.548, 0.655], [1.364, 0.380, 1.521], [0.152, 0.782, 0.871], [-0.907, -0.027, 0.994], [-0.887, -1.101, 1.545], [-2.088, 0.582, 0.379], [-2.251, 1.798, -0.244], [-3.600, 1.867, -0.637], [-4.152, 0.685, -0.220], [-5.887, 0.041, -0.376], [-3.260, -0.094, 0.388], [1.696, -1.824, 0.571], [2.434, -2.899, 0.084], [2.051, -4.037, 0.214], [3.619, -2.550, -0.468], [3.942, -1.215, -0.933], [3.469, -1.007, -2.379], [7.275, 3.428, 0.327], [7.389, 1.661, 0.302], [6.195, 2.459, 1.338], [4.977, 3.290, -0.646], [6.182, 2.518, -1.726], [1.115, -0.124, 2.462], [1.915, 1.304, 1.700], [-1.490, 2.536, -0.391], [-4.101, 2.663, -1.148], [0.833, -2.053, 1.058], [4.140, -3.313, -0.874], [5.031, -1.105, -0.898], [3.751, -0.016, -2.719], [3.925, -1.746, -3.034], [2.387, -1.108, -2.436]],
  "nbo_charge": [-0.634, -0.073, -0.518, 0.787, -0.633, -0.237, 0.275, -0.141, -0.487, 0.764, -0.603, 0.111, -0.203, -0.337, 0.208, 0.128, -0.372, -0.637, 0.786, -0.622, -0.621, -0.052, -0.614, 0.217, 0.209, 0.224, 0.201, 0.189, 0.210, 0.266, 0.245, 0.244, 0.453, 0.410, 0.220, 0.221, 0.208, 0.210]
}

***

(2)
{
  "formula": "C14H15BrNO3P",
  "method": "ωB97M-V with the def2-TZVPD basis set",
  "energy_ev": -101716.280,
  "gap_ha": 0.29283,
  "smiles": "O=[PH2]C1=CC(=O)C=C(CCCBr)C1=O.c1ccncc1",
  "lumo_ev": -1.86,
  "relative_energy_ev": 11.141,
  "symbols": ["O", "P", "C", "C", "C", "O", "C", "C", "C", "C", "C", "Br", "C", "O", "H", "H", "H", "H", "H", "H", "H", "H", "H", "H", "C", "C", "C", "N", "C", "C", "H", "H", "H", "H", "H"],
  "positions_angstrom": [[0.767, 0.761, 6.255], [0.541, 1.994, 5.241], [-0.706, 1.493, 3.885], [-1.436, 2.431, 2.966], [-2.459, 1.769, 1.821], [-3.664, 2.270, 1.539], [-1.859, 0.386, 1.095], [-1.129, -0.563, 2.028], [-0.410, -1.964, 1.543], [1.185, -1.559, 1.241], [1.393, -1.224, -0.351], [1.838, -2.955, -1.262], [-1.010, -0.134, 3.641], [-1.186, -1.009, 4.654], [0.243, 3.234, 5.916], [1.838, 2.154, 4.571], [-1.234, 3.584, 3.073], [-1.956, 0.154, -0.051], [-0.394, -2.771, 2.406], [-0.894, -2.383, 0.546], [1.943, -2.335, 1.680], [1.379, -0.537, 1.823], [0.466, -0.651, -0.832], [2.298, -0.453, -0.437], [0.477, -0.332, -5.985], [1.424, -0.886, -5.130], [1.295, -0.651, -3.770], [0.305, 0.088, -3.225], [-0.598, 0.615, -4.081], [-0.556, 0.434, -5.454], [0.544, -0.494, -7.057], [2.241, -1.486, -5.513], [2.007, -1.065, -3.062], [-1.383, 1.207, -3.618], [-1.310, 0.879, -6.094]],
  "nbo_charge": [-1.026, 1.361, -0.420, -0.204, 0.517, -0.501, -0.301, -0.010, -0.461, -0.419, -0.474, -0.025, 0.505, -0.464, -0.021, -0.035, 0.254, 0.267, 0.262, 0.243, 0.243, 0.211, 0.264, 0.234, -0.159, -0.261, 0.035, -0.448, 0.034, -0.264, 0.218, 0.224, 0.203, 0.193, 0.223]
}

***

(3)
{
  "formula": "C14H15IrN4S",
  "method": "ωB97M-V with the def2-TZVPD basis set",
  "energy_ev": -34379.998,
  "gap_ha": [0.22505, 0.22514],
  "lumo_ev": [-9.29, -9.29],
  "total_charge": 2,
  "relative_energy_ev": 0.000,
  "symbols": ["Ir", "N", "C", "S", "N", "N", "C", "C", "C", "C", "C", "C", "N", "H", "H", "H", "H", "H", "H", "H", "C", "C", "C", "C", "C", "C", "C", "H", "H", "H", "H", "H", "H", "H", "H"],
  "positions_angstrom": [[0.123, -0.144, -0.709], [1.432, -3.584, 1.500], [1.225, -2.391, 0.966], [-0.309, -2.171, 0.060], [2.091, -1.429, 1.112], [1.660, -0.258, 0.572], [2.268, 0.835, 0.864], [1.691, 2.077, 0.376], [2.168, 3.308, 0.776], [1.458, 4.453, 0.426], [0.282, 4.312, -0.283], [-0.124, 3.043, -0.673], [0.573, 1.945, -0.386], [0.793, -4.347, 1.353], [2.253, -3.745, 2.065], [3.124, 0.814, 1.530], [3.066, 3.369, 1.376], [1.809, 5.429, 0.732], [-0.327, 5.167, -0.541], [-1.038, 2.908, -1.231], [-2.855, 1.618, -3.074], [-1.490, 1.036, -3.013], [-1.317, -0.289, -2.564], [-0.037, -0.907, -2.653], [1.084, -0.019, -2.711], [0.883, 1.287, -3.304], [-0.369, 1.781, -3.481], [-3.381, 1.170, -3.924], [-2.843, 2.696, -3.219], [-3.436, 1.363, -2.187], [-2.200, -0.900, -2.415], [0.069, -1.982, -2.698], [2.082, -0.435, -2.715], [1.752, 1.863, -3.599], [-0.531, 2.748, -3.937]],
  "nbo_charge": [0.851, -0.727, 0.308, 0.068, -0.359, -0.218, 0.126, 0.119, -0.168, -0.101, -0.211, 0.089, -0.492, 0.432, 0.441, 0.260, 0.261, 0.264, 0.264, 0.219, -0.696, 0.271, -0.406, -0.143, -0.291, -0.035, -0.286, 0.295, 0.249, 0.264, 0.279, 0.279, 0.274, 0.259, 0.260]
}